Formula: C10H15ClO
Source: the OMol25 dataset
Level of theory: the ωB97M-V functional and the def2-TZVPD basis

```
27
Properties=species:S:1:pos:R:3
C 1.6814 -1.1536 -0.1085
C 2.5877 -1.9477 -0.1127
C 0.8054 -0.1110 0.3614
C -0.6226 -0.4413 0.6981
C -0.7460 0.1927 -0.6697
C -0.8562 -2.0050 0.9715
C -1.2412 0.4087 1.8019
C -1.1573 1.6127 -0.7971
C -0.8333 -0.6668 -1.9231
C 2.0671 1.8439 -0.0075
O 1.3667 1.0116 0.8781
Cl 3.5230 -3.2752 -0.5240
H -0.4884 -2.6036 0.1176
H -1.9510 -2.2108 1.0715
H -0.4205 -2.3160 1.9060
H -0.6551 1.2901 1.9076
H -1.0616 -0.0761 2.7977
H -2.2804 0.7838 1.6423
H -0.7555 2.0485 -1.7360
H -1.1181 2.5073 -0.0222
H -2.2067 1.5686 -0.8885
H -0.2550 -1.5920 -1.7201
H -0.1719 -0.2769 -2.7320
H -1.9131 -0.6833 -2.1765
H 3.0040 1.2981 -0.2069
H 2.0800 2.7996 0.4721
H 1.6186 1.9936 -1.0011
```

Its expectation value of S² is 2.02. Its spin multiplicity is 3. As for the LUMO energy (alpha / beta): 0.8 / -1.4 eV. The calculation puts the HOMO-LUMO gap (alpha / beta) at 0.179 / 0.292 hartree.

Formula: C10H15ClO3Si
Source: the OMol25 dataset
Level of theory: the ωB97M-V functional and the def2-TZVPD basis

```
30
Properties=species:S:1:pos:R:3
C -1.4584 0.1575 -2.9530
O -0.4016 0.6874 -2.3045
Si 0.4661 -0.4021 -1.4013
O 2.0329 0.2217 -1.2089
C 2.0961 1.4804 -0.4600
O 0.4897 -1.9836 -2.0034
C 1.3907 -2.3558 -3.0271
C -0.3499 -0.3169 0.2284
C -1.2400 0.6668 0.4630
C -1.5091 1.1593 1.7959
C -1.0007 0.3489 2.8178
C -1.2450 0.7650 4.2430
Cl -0.3667 2.1841 4.6976
C -0.1233 -0.7207 2.5906
C 0.1698 -1.1146 1.2675
H -2.1276 -0.3949 -2.2918
H -1.8561 0.9707 -3.5842
H -0.9535 -0.5723 -3.6665
H 3.1245 1.7371 -0.5109
H 1.7844 1.2981 0.5851
H 1.5126 2.3408 -0.7763
H 1.8142 -1.5993 -3.6274
H 0.9246 -2.9322 -3.8066
H 2.2372 -2.9686 -2.5681
H -1.4739 1.2586 -0.4124
H -2.0022 2.0378 2.1000
H -0.9660 0.0429 4.9482
H -2.3242 0.9249 4.4183
H 0.4579 -1.1245 3.4328
H 0.8975 -1.7962 1.0143
```

As for the structure (SMILES): CO[Si](OC)(OC)c1ccc(CCl)cc1. As for the LUMO energy: 0.8 eV. The calculation puts the HOMO-LUMO gap at 0.374 hartree.

Short version: max |F| = 6.95, 3.96 eV Å⁻¹, in the order given.